Entry 1:
C35H27FeN9 | ωB97M-V/def2-TZVPD

XYZ file:
```
72
Properties=species:S:1:pos:R:3
Fe 1.090 -0.039 -0.048
N 0.345 -4.613 1.269
N 2.966 0.206 0.218
N 0.240 1.271 -4.618
N -0.765 -0.494 -0.479
N 0.889 -2.113 0.224
N 0.849 0.210 -2.138
N 1.410 2.012 -0.401
N -7.736 -0.663 -0.581
N 1.363 -0.337 2.007
C 4.958 -0.569 1.189
C -0.824 2.917 0.108
C 2.122 4.351 -1.732
C -0.692 1.159 -3.674
C 1.446 0.811 -4.346
C 3.577 -0.502 1.171
C 5.659 0.195 0.258
C 0.533 3.017 -0.506
C 1.827 -3.045 0.285
C 0.461 -0.400 2.994
C 0.768 -1.037 4.203
C -1.378 -1.450 0.226
C 4.992 1.112 -0.551
C -7.060 -1.787 -0.371
C 2.670 2.189 -0.911
C 2.610 -0.864 2.227
C 3.608 1.125 -0.507
C -4.958 -0.674 -0.584
C -5.667 0.502 -0.817
C -0.360 -2.437 0.641
C 1.539 -4.314 0.791
C 3.049 3.320 -1.586
C -5.673 -1.847 -0.353
C -0.411 0.610 -2.438
C -2.750 -1.532 0.236
C -1.414 0.185 -1.429
C -0.606 -3.686 1.183
C -3.489 -0.655 -0.581
C -2.790 0.161 -1.490
C 1.768 0.296 -3.087
C 1.996 -1.621 4.394
C -0.876 0.252 2.856
C -7.054 0.455 -0.796
C 2.950 -1.517 3.383
C 0.880 4.202 -1.167
H -3.263 -2.282 0.824
H -0.929 1.104 3.537
H 2.388 5.262 -2.253
H 0.020 -1.056 4.985
H 3.945 -1.921 3.515
H -1.688 1.505 -3.922
H 2.819 -2.795 -0.071
H -7.650 -2.681 -0.213
H -1.591 -3.957 1.544
H -7.638 1.353 -0.959
H 2.231 -2.125 5.323
H 5.544 1.833 -1.137
H -5.165 1.448 -0.976
H 4.053 3.419 -1.974
H -0.980 1.967 0.604
H -3.329 0.676 -2.272
H -5.183 -2.800 -0.206
H 2.770 -0.045 -2.861
H -1.603 3.061 -0.643
H 6.741 0.160 0.245
H -1.675 -0.433 3.140
H 5.485 -1.139 1.941
H 2.191 0.849 -5.132
H -0.944 3.712 0.846
H 2.299 -5.086 0.808
H -1.061 0.609 1.851
H 0.151 5.001 -1.217
```

Results
Charge: +3
Spin multiplicity: 2

---

Entry 2:
C2H4ClN3 | ωB97M-V/def2-TZVPD

XYZ file:
```
10
Properties=species:S:1:pos:R:3
Cl 0.905 1.953 0.680
N -1.241 0.285 -0.859
N -1.332 0.853 0.205
N 0.648 -0.571 0.298
C -0.045 -0.486 -0.989
C 0.011 0.469 1.018
H 0.752 -1.482 0.800
H 0.553 0.064 -1.811
H -0.135 -1.489 -1.543
H -0.117 0.404 2.200
```

Results
Charge: 0
SMILES string: Cl[C@H]1N=NCN1

---

Entry 3:
FeH28O22S2 | ωB97M-V/def2-TZVPD

XYZ file:
```
53
Properties=species:S:1:pos:R:3
Fe 14.064 -6.967 -21.874
S 15.456 -4.121 -20.923
S 13.883 -8.209 -18.768
O 12.151 -6.057 -21.715
O 13.586 -9.634 -18.804
O 16.641 -3.872 -21.710
O 14.991 -11.431 -17.237
O 14.770 -5.342 -21.433
O 11.638 -10.884 -17.709
O 13.846 -7.681 -20.163
O 15.936 -7.960 -21.998
O 13.320 -11.063 -20.835
O 12.847 -5.253 -19.258
O 15.241 -7.986 -18.288
O 17.595 -6.572 -20.467
O 10.237 -7.418 -19.671
O 15.717 -8.193 -15.873
O 14.101 -5.938 -16.265
O 13.275 -8.737 -22.619
O 13.015 -7.467 -17.948
O 16.787 -6.066 -18.058
O 17.084 -9.600 -18.150
O 14.550 -2.961 -20.992
O 11.264 -8.618 -16.440
O 15.780 -4.394 -19.547
H 10.474 -6.779 -18.988
H 11.312 -6.254 -22.061
H 12.787 -9.477 -22.254
H 14.379 -5.089 -16.678
H 14.480 -10.906 -17.883
H 13.613 -6.508 -16.861
H 11.298 -9.495 -16.858
H 11.706 -8.037 -17.072
H 13.519 -10.586 -19.948
H 9.370 -7.697 -19.437
H 18.018 -5.719 -20.592
H 16.285 -5.410 -18.626
H 15.447 -12.016 -17.759
H 16.080 -8.896 -22.238
H 17.235 -6.622 -19.573
H 10.835 -10.770 -18.214
H 16.299 -8.900 -15.721
H 16.700 -10.474 -18.113
H 12.712 -6.048 -18.738
H 12.582 -4.554 -18.674
H 12.356 -10.382 -18.116
H 16.675 -7.730 -21.341
H 12.329 -10.998 -20.912
H 15.520 -8.102 -16.866
H 16.202 -6.814 -17.996
H 16.320 -8.983 -18.205
H 11.975 -5.402 -21.040
H 13.312 -8.967 -23.523
```

Results
Charge: -1
Spin multiplicity: 6

---

Relative energy (zero: lowest compared OMol25 entry of this formula, charge and spin), record by record: 6.5 39.5 8.2 kJ/mol